81
Properties=species:S:1:pos:R:3:forces:R:3 method="wB97M-V/def2-TZVPD" e_tot_ev=-262656.4119 charge=+3 spin_multiplicity=1 lumo_ev=-9.5403
Cs 2.4877 -4.7048 3.8256 1.7 -0.1 0.7
Br -1.7998 1.7586 -4.6584 0.6 -1.9 -0.1
K -2.6367 1.0862 3.1493 -6.4 0.3 0.1
Cl 4.9253 6.3874 -2.5136 0.0 -0.2 0.1
Cl -2.1163 -6.5066 2.9090 0.1 0.8 0.2
Cl -1.7812 -9.0235 1.4834 0.0 0.2 0.1
Cl 6.2012 4.7911 -0.4768 0.0 -0.2 0.3
Cl -4.4322 -7.9491 1.9238 0.2 0.2 0.1
Cl 3.9448 6.4817 0.1840 0.0 -0.2 0.1
Cl 3.5223 4.1193 -1.4280 0.4 0.0 0.2
S 2.3442 -5.3893 -0.1921 0.6 1.0 -1.3
P -0.1432 4.8834 -1.8872 0.7 4.7 -2.1
P -1.0919 0.7399 -2.8115 -1.4 3.3 0.0
Al 6.3863 2.1990 -1.3297 0.8 1.3 -0.7
Na -1.9935 -5.7098 0.1024 0.4 -0.8 -0.5
F 2.6115 -7.9842 0.1341 -0.2 0.2 0.2
F 0.5604 -7.3462 -0.2172 -0.2 0.2 0.1
F 2.0086 -7.3964 -1.8345 -0.2 0.3 0.0
O 2.1162 -5.2514 1.2683 -1.1 -0.2 0.9
O -0.8622 3.5273 -2.8457 -0.4 -1.3 0.5
O 3.7144 -5.2741 -0.5581 0.0 -0.3 0.3
O -0.6984 4.0841 -0.3984 0.3 -0.9 0.4
O 7.3683 4.6899 -3.1384 -0.4 -0.6 0.5
O 1.4268 -4.5817 -0.9696 -0.8 -0.3 0.6
O -3.8542 5.2609 -0.3518 -0.6 -1.1 0.0
O -3.8491 -2.8422 3.5576 -0.1 0.2 0.4
O -1.7168 -3.2734 3.1692 0.8 -0.1 -0.8
O -3.7542 4.1101 -2.4136 -0.6 -0.5 0.2
C -0.7047 1.7543 0.4149 0.2 0.7 1.0
C 1.8717 -7.1248 -0.5556 0.4 -0.7 -0.2
C -2.7516 2.9178 -0.3474 -0.6 0.2 -0.6
C 4.6462 5.4582 -1.0668 0.0 0.5 -0.5
C 0.1417 2.3251 1.6008 -0.7 -1.6 0.2
C -0.7185 2.4401 -2.0533 1.0 0.4 1.3
C 8.4225 4.0782 -2.6531 0.3 -0.5 -0.7
C -3.5281 -3.3402 1.2932 0.7 -0.7 0.0
C -2.8254 -8.1465 2.5798 -0.3 -1.1 -0.6
C -2.6433 -0.0026 -2.2332 0.2 -1.2 -0.1
C -3.0517 -3.1236 2.7365 -0.8 -0.1 0.0
C 0.2215 -0.1334 2.5654 -0.9 0.6 0.9
C -0.7837 -2.5527 2.3213 -0.1 0.1 -0.8
C 0.3707 -0.3039 -2.4831 -0.3 0.1 -0.9
C -1.2228 2.8294 -0.6032 -0.5 -1.0 0.0
C -0.0916 1.4057 2.8640 0.9 0.5 -0.8
C -1.0334 -1.0337 2.2202 1.1 0.4 0.3
B -3.4958 4.1420 -1.0821 0.7 0.8 0.0
Li -0.1098 -4.8000 3.2267 -1.2 -0.2 -0.4
H -0.8641 -2.9876 1.3169 0.2 0.1 0.0
H -1.3541 5.6534 -2.0363 -0.5 -1.0 0.5
H -2.8650 3.0843 0.7397 0.1 0.1 -0.1
H 0.3711 6.0473 -1.2059 0.1 -0.5 0.4
H -1.8646 -0.7276 2.8909 1.0 -1.8 -0.6
H -2.8283 -0.8891 -2.8512 0.0 0.1 0.0
H 0.3843 2.3679 -1.8875 0.0 -0.6 0.2
H 0.6915 -0.5187 3.4773 -0.2 -0.2 0.0
H -3.3147 1.9995 -0.5730 0.3 -0.1 0.0
H -2.8485 -3.8755 0.6024 -0.1 0.7 0.4
H 1.2280 0.3699 -2.5114 0.0 -0.1 -0.2
H -2.5999 -0.3595 -1.1982 0.2 0.2 0.0
H -4.4352 -3.9405 1.3766 0.0 0.1 0.1
H 0.4887 -1.1021 -3.2149 0.1 0.0 0.1
H 0.9946 -0.1673 1.7970 -0.2 -0.1 -0.2
H -4.0435 4.9497 0.5396 0.2 0.7 0.2
H 0.2466 -2.7734 2.6576 -0.3 0.2 0.2
H 8.7853 3.1786 -3.2093 -0.2 -0.1 0.0
H 0.2087 5.4646 -3.1685 0.2 0.0 0.2
H -0.0963 3.3659 1.8122 0.0 0.0 -0.1
H -1.3018 -0.8322 1.1816 -0.3 0.2 0.1
H -3.4985 0.6576 -2.3537 0.3 0.3 -0.1
H 0.6296 1.7384 3.6112 -0.2 -0.1 0.2
H -0.1410 0.9318 -0.0405 0.0 0.1 -0.2
H -1.1148 1.5898 3.2664 5.7 0.9 -0.1
H 8.2632 3.6129 -1.5636 -0.2 -0.3 0.5
H -2.8834 -8.6756 3.5254 0.1 0.2 0.1
H -3.8195 -2.4091 0.8096 0.2 0.1 0.1
H -4.4602 4.7408 -2.6106 0.3 0.2 -0.3
H 1.1833 4.3430 -1.8755 -0.8 -1.3 0.4
H 9.3583 4.6544 -2.5001 -0.3 0.3 0.3
H 0.3065 -0.7095 -1.4726 -0.3 0.0 -0.1
H -1.6144 1.2961 0.8619 0.3 0.0 -0.4
H 1.2063 2.2459 1.3792 0.0 0.3 -0.2

17
Properties=species:S:1:pos:R:3:forces:R:3 method="wB97M-V/def2-TZVPD" e_tot_ev=-13961.6689 spin_multiplicity=1 lumo_ev=0.6558 relative_energy_ev=6.293
O -0.2729 1.3881 -0.8326 -0.3 -1.1 -0.8
O 1.2253 1.8609 3.5914 0.3 0.7 0.8
O 0.7854 -0.4340 3.1493 0.3 -0.6 1.3
N -0.2237 0.0368 -0.4756 -0.4 -0.3 -2.7
C -1.1334 -1.1670 -0.8035 -2.6 2.5 3.1
C 0.9544 0.9020 2.9829 -0.2 -0.3 -1.1
C 0.6157 0.1637 1.8478 -0.8 -0.9 -2.3
C 0.3743 1.5911 -2.1226 2.0 -0.6 0.4
C -0.3962 -1.8120 0.3839 4.5 0.1 -1.8
C 0.1707 -0.4252 0.7204 -0.8 0.7 2.5
H 0.1063 0.8576 -2.9495 0.4 0.4 1.5
H -2.2792 -1.0277 -0.4315 2.5 0.2 -0.8
H 0.0101 2.5291 -2.4619 -0.3 0.9 -0.1
H -0.8488 -2.3790 1.1323 -1.0 -0.7 1.0
H -1.2324 -1.4911 -1.8079 0.8 -0.5 -0.8
H 0.6009 -2.3112 0.0409 -2.0 0.1 0.4
H 1.5434 1.7179 -1.9636 -2.4 -0.7 -0.4

37
Properties=species:S:1:pos:R:3:forces:R:3 method="wB97M-V/def2-TZVPD" e_tot_ev=-21851.5855 spin_multiplicity=1 lumo_ev=0.3059 relative_energy_ev=0.000
O 2.6571 2.8224 0.2673 0.6 -0.3 0.5
O -2.8878 -2.0459 0.1968 0.1 0.3 -0.5
O 3.1527 0.3940 1.4967 0.0 0.1 0.4
O -2.2962 0.1563 -1.8963 0.3 0.3 0.0
O -0.1974 -2.5631 -0.2252 -0.1 0.1 -0.4
O -1.6844 -2.4955 -2.5390 0.2 0.8 -0.2
O 2.3700 -1.7026 0.0534 -0.4 -0.2 -0.6
N 0.1788 0.7839 -0.5382 -0.1 0.8 0.3
N 1.9069 0.3427 -1.9751 0.3 -0.3 -0.4
C -1.0721 0.1358 2.3703 0.2 0.1 0.3
C -1.3317 1.2766 1.3955 0.2 0.0 -0.6
C -0.0700 1.6646 0.6126 -0.1 0.1 0.6
C 1.1738 1.2118 -1.4203 -0.6 -0.8 0.2
H -2.4206 -2.9356 -2.1199 -0.4 -0.3 0.2
H -1.8672 -1.5342 -2.3952 0.1 -0.7 -0.2
H 3.5244 3.2473 0.3126 -0.3 0.0 -0.1
H 2.5447 0.6686 -2.6971 -0.2 0.4 0.3
H 1.1467 2.2907 -1.5495 0.3 0.0 -0.3
H 1.4874 -2.1331 -0.0104 0.2 0.0 0.5
H -1.9668 -0.1128 2.9380 -0.1 -0.1 0.0
H -2.8531 -1.2033 -0.2940 -0.1 -0.2 0.2
H -2.1068 0.9878 0.6742 0.0 0.1 0.1
H 0.2322 -0.1962 -0.2736 0.3 -0.1 -0.2
H 0.7663 1.6498 1.3192 0.0 -0.2 -0.1
H -0.1087 2.7081 0.2966 -0.2 -0.1 -0.4
H -2.5765 0.6919 -2.6480 -0.1 -0.1 0.1
H 2.4074 -1.2932 -0.8318 0.2 0.2 0.1
H 3.1268 0.1221 2.4286 0.0 0.0 -0.6
H -0.6949 -0.7647 1.8812 -0.1 0.0 -0.1
H -1.4478 0.5621 -1.5923 -0.1 -0.2 0.1
H 2.8313 -0.3660 0.9472 0.0 -0.1 0.4
H 2.8221 1.9708 0.7500 -0.1 0.4 -0.3
H -0.3127 0.4197 3.1057 0.0 0.1 -0.1
H -0.4032 -2.6295 -1.1883 -0.1 0.0 0.6
H -1.0786 -2.4571 0.1845 0.3 -0.1 -0.2
H -1.6814 2.1728 1.9145 -0.1 -0.2 0.1
H -3.2707 -1.8470 1.0496 -0.2 0.1 0.3

44
Properties=species:S:1:pos:R:3:forces:R:3 method="wB97M-V/def2-TZVPD" e_tot_ev=-59517.5737 spin_multiplicity=1 lumo_ev=-0.6653 relative_energy_ev=0.000
Rh 0.2883 0.3003 -0.1068 0.1 0.1 -0.1
S -0.6375 -1.5801 -0.8299 -0.1 0.0 0.0
S -0.0587 0.4948 2.0486 0.1 -0.1 0.0
S -1.0360 2.0286 -0.2926 -0.1 0.0 -0.1
O 2.0639 -0.1851 -0.9862 0.0 -0.1 0.0
N 1.7635 -2.2296 -2.0781 0.1 0.1 0.0
N 0.0256 -3.6446 -2.3027 -0.1 0.0 0.0
C 5.7376 -2.0753 -3.3154 0.0 0.0 0.0
C 0.9237 -4.5172 -3.0696 0.0 0.0 0.0
C -2.5112 3.1467 3.8175 0.0 0.0 0.0
C 3.8671 -1.1110 -2.1463 0.0 0.0 0.0
C 2.4444 -1.1637 -1.6898 0.0 -0.1 -0.1
C -1.6440 2.4981 1.2691 -0.1 0.1 -0.1
C 5.9764 0.0478 -2.2117 0.0 0.0 0.0
C -1.1898 1.7810 2.3584 0.0 -0.1 0.1
C -1.5285 -4.9274 -0.8262 0.0 0.0 0.0
C -1.6307 2.0992 3.6470 0.0 0.0 0.0
C 4.6546 -0.0164 -1.7999 0.0 0.0 0.0
C -1.3477 -4.1088 -2.0974 0.0 0.0 0.0
C -2.5478 3.5514 1.4411 0.0 0.0 0.0
C 6.5192 -0.9811 -2.9691 0.0 0.0 0.0
C 4.4155 -2.1405 -2.9066 0.0 0.0 0.0
C 1.8723 -5.3286 -2.1994 0.0 0.0 0.0
C 0.4908 -2.4940 -1.7852 -0.1 -0.1 0.0
C -2.9705 3.8745 2.7130 0.0 0.0 0.0
H -3.6643 4.6918 2.8590 0.0 0.0 0.0
H 2.5177 -4.6683 -1.6217 0.0 0.0 0.0
H -1.2759 1.5276 4.4960 0.0 0.0 0.0
H 6.5838 0.9013 -1.9408 0.0 0.0 0.0
H 4.2204 0.7769 -1.2078 0.0 0.0 0.0
H -1.2352 -4.3490 0.0495 0.0 0.0 0.0
H -2.9034 4.1037 0.5798 0.0 0.0 0.0
H -2.0120 -3.2464 -2.0917 0.0 0.0 0.0
H 1.4866 -3.9023 -3.7689 0.0 0.0 0.0
H 2.4994 -5.9618 -2.8288 0.0 0.0 0.0
H 6.1599 -2.8781 -3.9055 0.0 0.0 0.0
H -2.8528 3.4063 4.8108 0.0 0.0 0.0
H 3.7941 -2.9845 -3.1694 0.0 0.0 0.0
H -0.9326 -5.8395 -0.8580 0.0 0.0 0.0
H 7.5518 -0.9304 -3.2899 0.0 0.0 0.0
H -2.5753 -5.2110 -0.7123 0.0 0.0 0.0
H 1.3251 -5.9727 -1.5114 0.0 0.0 0.0
H 0.2844 -5.1826 -3.6492 0.0 0.0 0.0
H -1.6136 -4.7048 -2.9705 0.0 0.0 0.0

15
Properties=species:S:1:pos:R:3:forces:R:3 method="wB97M-V/def2-TZVPD" e_tot_ev=-10315.8943 spin_multiplicity=1 lumo_ev=0.8893 relative_energy_ev=1.058
O -1.8937 -0.5171 -0.1080 0.3 -0.6 -0.3
O 0.4608 -0.4371 1.8962 -0.3 0.2 0.3
N 1.4097 -1.7135 0.2923 -0.2 0.1 0.7
N -0.3582 1.3859 -0.2698 0.9 -0.3 -0.4
C 0.8796 0.6006 -0.2429 0.4 0.8 0.7
C -1.5442 0.7289 -0.7428 0.2 -1.2 1.2
C 0.8845 -0.5411 0.7705 0.2 -0.7 -1.0
H 1.3086 0.3273 -1.2070 -0.7 -0.3 -0.3
H -1.3401 0.3438 -1.7376 -0.2 0.6 -0.4
H 2.0031 -1.7443 -0.5096 0.0 0.0 -0.3
H -2.4371 1.3361 -0.6486 0.2 0.7 -0.4
H 1.6680 1.2678 0.1352 -0.2 0.1 0.1
H -2.1277 -0.4609 0.8202 0.1 0.5 0.2
H 1.4572 -2.4745 0.9510 0.2 0.0 0.0
H -0.3706 1.8981 0.6009 -0.8 -0.1 0.0

16
Properties=species:S:1:pos:R:3:forces:R:3 method="wB97M-V/def2-TZVPD" e_tot_ev=-9328.8870 spin_multiplicity=1 lumo_ev=0.6976 relative_energy_ev=2.821
N 1.7472 -1.7071 -0.1667 -2.0 2.4 0.5
N -0.5835 -1.0250 0.0495 3.5 4.2 0.0
C 0.9468 0.7057 -0.0144 -2.3 0.3 -1.3
C -1.2749 0.2467 -0.0832 -2.3 -3.8 1.4
C -2.7030 -0.0637 0.2040 -0.9 1.7 -2.2
C 2.0497 1.4004 0.1962 0.9 1.0 2.4
C -0.5780 1.3193 -0.2959 3.7 1.3 -0.6
C 0.7876 -0.8141 0.0312 1.6 -0.2 -1.6
H -3.0144 -0.5575 -0.7165 -0.2 -1.0 0.2
H 2.5808 -1.1232 -0.3600 -0.3 -0.7 0.4
H -0.8749 -1.9190 0.1958 -1.8 -2.5 0.4
H 1.8225 2.5071 0.2883 1.1 -1.3 -0.4
H -0.9509 2.3760 -0.6733 1.1 -2.5 1.4
H 2.9993 0.9491 0.7451 -2.0 1.0 -1.7
H -3.3484 0.8653 0.0230 0.7 -1.1 1.6
H -2.7292 -0.7389 1.0898 -0.7 1.0 -0.6

20
Properties=species:S:1:pos:R:3:forces:R:3 method="wB97M-V/def2-TZVPD" e_tot_ev=-11963.3352 spin_multiplicity=1 lumo_ev=0.1358 relative_energy_ev=2.131
O 2.0223 -1.5329 -0.8402 -0.3 2.7 1.0
O -1.7517 2.3521 0.6325 1.0 0.2 -2.1
O 3.7234 -3.4178 1.6484 -0.6 1.6 -1.5
O 1.5317 -0.2377 1.5110 -0.7 0.4 1.3
N -2.1200 0.5871 -1.1616 0.7 2.1 -0.5
C -3.1928 1.3203 -1.8215 -0.3 -2.9 -0.8
C -1.2091 1.5605 -0.5343 0.5 -2.7 2.3
H -3.9848 1.5245 -1.1608 -1.0 0.9 0.9
H 1.9772 -0.6006 -1.2319 0.1 -2.1 0.3
H -3.6358 0.6704 -2.6094 0.4 0.6 0.2
H 1.7842 0.2319 2.3223 0.6 0.0 -0.4
H -0.9817 2.2808 -1.3385 0.2 -0.2 0.9
H 2.8467 -3.3183 1.1636 1.8 -0.1 0.8
H 1.9205 -1.2427 0.1230 0.3 -0.8 -1.6
H -2.6234 -0.0698 -0.6247 0.5 -1.0 1.5
H -2.2065 1.8610 1.3133 0.0 -0.8 -0.2
H -2.7281 2.1525 -2.2088 0.2 2.1 -1.2
H 4.2863 -2.6715 1.2742 -1.2 -1.5 0.6
H -0.2387 0.9452 -0.1492 -2.2 1.7 -1.0
H 0.6301 -0.4676 1.7793 -0.1 -0.3 -0.5

104
Properties=species:S:1:pos:R:3:forces:R:3 method="wB97M-V/def2-TZVPD" e_tot_ev=-134253.0701 charge=-1 spin_multiplicity=1 lumo_ev=1.4514
S 5.2427 0.8625 -2.4755 -0.1 -0.1 0.2
S -3.4550 -1.1159 0.0067 0.1 0.3 0.1
S 2.5988 -3.1703 -4.7230 0.1 0.2 0.0
S 1.7707 2.7325 -6.0212 0.2 -0.1 -0.1
S 2.1491 -3.7672 1.3352 0.0 0.0 0.0
P -5.2725 0.2400 6.7117 -0.1 0.1 0.0
P -1.8397 -0.7958 4.3416 -0.1 -0.1 0.1
O -2.0392 -1.0754 -0.7247 -0.1 -0.1 -0.1
O 1.2516 -4.5820 2.0975 0.0 0.0 0.0
O 6.3281 0.8864 -1.3266 0.0 0.1 0.0
O 1.6028 -2.2885 1.2676 0.1 0.1 0.0
O 2.0734 -2.8682 -3.4237 -0.1 -0.1 0.1
O 3.5390 -3.7565 1.6897 0.0 0.0 0.0
O 1.1961 1.6605 -6.7832 -0.1 0.0 0.0
O -3.6055 0.3175 6.0433 0.3 -0.2 0.3
O -4.4570 -1.5525 -0.9193 0.0 0.0 -0.1
O 2.0989 -4.3132 -5.4263 0.0 0.0 0.0
O -3.3043 -1.7865 1.2573 -0.1 -0.3 0.0
O -5.7654 -0.5303 5.2159 0.0 -0.2 0.0
O 2.4861 -1.8944 -5.6458 0.1 0.0 -0.1
O 5.3104 2.0712 -3.2423 0.0 0.0 0.0
O 1.2173 3.0408 -4.7388 0.0 0.0 0.0
O 1.7986 4.0314 -6.9312 0.0 0.1 0.1
O -1.6079 0.8116 4.0731 0.5 -0.1 -0.4
O 5.3424 -0.3862 -3.1770 0.0 0.0 -0.1
N -5.6779 1.8321 5.9569 -0.1 0.0 0.2
N -0.7577 -1.0045 5.6842 -0.1 0.2 0.1
C -5.7559 3.0022 6.8073 0.0 0.1 -0.1
C 4.3476 -3.1917 -4.6146 0.2 0.0 0.0
C -3.6208 0.6111 0.2852 0.0 0.0 0.0
C 3.5053 2.5019 -5.8736 -0.1 0.0 -0.1
C 3.8094 0.8753 -1.4630 0.0 0.0 0.0
C 0.5517 4.4233 -7.5668 0.0 0.0 -0.1
C 7.6932 0.5339 -1.6788 0.1 -0.1 0.0
C -3.4477 -0.7872 5.2227 -0.1 0.0 0.0
C 2.0036 -4.1425 -0.3745 0.0 0.0 -0.1
C -1.2578 -2.2956 -0.7223 0.2 0.0 0.1
C -6.7127 2.7546 9.2201 0.0 -0.1 0.0
C -0.4091 5.0852 -6.6052 0.0 0.0 0.0
C 8.4100 1.6476 -2.4077 0.0 0.0 0.0
C -1.7885 -3.3311 -1.6886 0.0 0.1 0.0
C 0.2847 -0.9082 -5.1817 -0.1 0.0 0.1
C 1.1741 -1.6516 2.5142 -0.1 0.0 0.2
C 1.1937 -1.5362 -6.2099 -0.1 0.1 -0.1
C 2.3311 -1.2765 3.4098 0.0 0.0 0.0
C -6.9754 3.1143 7.7569 0.0 0.1 0.0
C -4.6996 -0.8225 4.3508 -0.1 0.4 0.0
H 2.9546 0.9290 -2.1356 0.0 0.0 0.0
H 7.6697 -0.3894 -2.2579 0.0 0.0 0.0
H -3.5539 1.1297 -0.6673 0.0 0.0 0.0
H -7.3493 4.1450 7.7201 -0.1 0.0 0.0
H -4.8445 -1.7876 3.8557 0.0 0.0 0.0
H 2.4483 -5.1242 -0.5218 0.0 0.0 0.0
H -6.5601 1.7206 5.4702 0.1 -0.1 -0.1
H -7.6413 2.5262 9.7500 0.0 0.1 0.0
H 0.4655 -2.3077 3.0166 0.0 0.0 -0.1
H 8.3567 2.5752 -1.8383 0.0 0.0 0.0
H -2.7610 -3.7068 -1.3745 0.0 0.0 0.0
H 0.8067 -0.1021 -4.6680 -0.1 0.0 0.0
H 3.9428 3.4006 -5.4492 0.0 0.0 0.1
H -0.0567 -1.6270 -4.4380 0.0 0.0 0.0
H 3.8457 1.7529 -0.8232 0.0 0.0 0.0
H -1.2642 5.4652 -7.1660 0.0 0.0 0.0
H 1.4538 -0.8166 -6.9812 0.0 0.0 0.0
H 0.1175 3.5422 -8.0403 0.0 0.0 0.0
H 4.7761 -3.3697 -5.5971 -0.1 0.0 0.0
H -6.6064 0.0526 7.2323 0.0 0.0 0.0
H -1.3686 1.2938 4.8718 -0.4 0.1 0.1
H -4.8990 -1.0501 7.2724 0.0 0.0 0.0
H -2.8416 0.9244 0.9752 0.0 0.0 0.0
H -0.2638 -1.9562 -1.0102 0.0 0.0 0.0
H -6.2300 3.5823 9.7462 0.1 0.0 0.0
H -4.8102 0.9062 7.9002 0.1 0.0 -0.1
H 8.1552 0.3238 -0.7171 0.0 0.0 0.0
H 0.7543 -2.4152 -6.6830 0.1 -0.1 0.1
H 0.8709 5.1105 -8.3472 0.0 0.0 0.0
H -3.4276 -1.7216 5.8263 0.0 -0.1 -0.1
H 2.5417 -3.3912 -0.9460 0.0 0.0 0.0
H 7.9799 1.8250 -3.3917 0.0 0.0 0.0
H -4.6251 -0.0360 3.5815 0.1 -0.1 -0.1
H 4.6220 -3.9847 -3.9217 -0.1 0.0 0.0
H -7.7778 2.4859 7.3615 0.0 -0.1 0.0
H -5.7633 3.8913 6.1616 0.0 0.0 0.0
H -1.0893 -4.1681 -1.7311 0.0 0.0 0.0
H 1.9319 -0.7070 4.2500 0.0 0.0 0.0
H 2.8425 -2.1563 3.7971 0.0 0.0 0.0
H 0.6278 -0.7723 2.1822 0.0 0.0 -0.1
H -4.8317 3.0655 7.3925 0.0 0.0 0.0
H 9.4582 1.3717 -2.5297 0.0 0.0 0.0
H 3.9148 2.2825 -6.8557 0.0 0.0 0.0
H -6.0658 1.8813 9.2931 0.0 0.0 0.0
H 0.0722 5.9186 -6.0941 0.0 0.0 0.0
H -1.2105 -2.6748 0.3000 0.0 0.0 0.0
H -0.7700 4.3862 -5.8533 0.0 0.0 0.0
H 3.0586 -0.6667 2.8719 0.0 0.0 0.0
H -1.0407 -0.4027 6.4598 -0.1 0.0 0.0
H -0.8447 -1.9541 6.0341 0.2 0.0 -0.1
H 4.6586 -2.2290 -4.2177 0.0 0.0 0.0
H -4.6018 0.7513 0.7354 0.0 0.0 0.0
H -1.8904 -2.9079 -2.6880 0.0 0.0 0.0
H -0.5858 -0.4845 -5.6825 0.0 0.0 0.0
H 3.7827 -0.0424 -0.8815 0.0 0.0 0.0
H 0.9535 -4.1539 -0.6510 0.0 0.0 0.0
H 3.6519 1.6610 -5.2006 0.0 0.0 0.0

| no. | HOMO level (hartree) |
| --- | --- |
| 1 | -0.4022 |
| 2 | -0.2932 |
| 3 | -0.3492 |
| 4 | -0.2882 |
| 5 | -0.3400 |
| 6 | -0.3071 |
| 7 | -0.3476 |
| 8 | -0.1452 |